(1)
{
  "formula": "C3H4N2",
  "method": "the ωB97M-V functional and the def2-TZVPD basis",
  "symbols": ["C", "C", "N", "N", "C", "H", "H", "H", "H"],
  "positions_angstrom": [[-0.709583, -0.589380, 0.504346], [0.273132, 0.193619, 1.182339], [1.079071, 0.803302, 0.335580], [0.637787, 0.466910, -0.867205], [-0.423521, -0.369416, -0.827532], [-1.510637, -1.211510, 0.894938], [0.417348, 0.624200, 2.149293], [1.125416, 0.840106, -1.660413], [-0.868162, -0.736187, -1.738992]],
  "atomic_forces_ev_per_a": [[0.2, 0.3, 0.1], [-0.2, 0.6, -0.4], [0.0, 0.3, -0.2], [0.1, -0.3, -0.4], [0.1, -0.1, 0.1], [0.3, 0.3, 0.0], [-0.4, -0.9, 1.0], [-0.1, -0.1, -0.2], [0.0, 0.0, 0.1]],
  "lowdin_charge": [-0.08, -0.18, 0.00, -0.05, -0.12, 0.09, 0.09, 0.15, 0.11],
  "lumo_ev": 1.0771,
  "homo_ev": -9.50,
  "smiles": "c1cn[nH]c1",
  "gap_ha": 0.389
}

(2)
{
  "formula": "C3H4N2",
  "method": "the ωB97M-V functional and the def2-TZVPD basis",
  "symbols": ["C", "C", "N", "N", "C", "H", "H", "H", "H"],
  "positions_angstrom": [[0.774336, -0.047560, 0.650487], [-0.566269, -0.214957, 1.127445], [-1.449616, -0.074697, 0.157488], [-0.621739, 0.142113, -1.050628], [0.683327, 0.171101, -0.708406], [1.673246, -0.088085, 1.236357], [-1.111696, -0.504401, 2.057603], [-0.881847, 0.271939, -2.048430], [1.500257, 0.344548, -1.421917]],
  "atomic_forces_ev_per_a": [[-0.2, -0.2, 0.5], [-0.8, 0.0, -1.0], [1.2, 0.2, -3.2], [-0.3, 0.0, 1.4], [0.0, -0.1, 0.8], [0.1, 0.0, 0.0], [1.4, 0.5, -0.5], [-0.7, -0.2, 1.7], [-0.7, -0.1, 0.3]],
  "lowdin_charge": [-0.11, -0.20, 0.03, -0.03, -0.16, 0.08, 0.11, 0.15, 0.12],
  "lumo_ev": 1.0206,
  "homo_ev": -9.13,
  "smiles": "c1cn[nH]c1",
  "gap_ha": 0.373
}

(3)
{
  "formula": "C3H4N2",
  "method": "the ωB97M-V functional and the def2-TZVPD basis",
  "symbols": ["N", "C", "C", "N", "C", "H", "H", "H", "H"],
  "positions_angstrom": [[-0.432381, 0.835412, 0.097796], [1.105187, 0.693693, 0.412294], [1.188804, -0.632362, 0.103413], [-0.008671, -1.342237, -0.141292], [-0.957154, -0.492922, -0.118015], [-0.994329, 1.534359, 0.579897], [-0.006084, 1.270787, -0.747581], [2.120498, -1.180010, 0.061112], [-2.015867, -0.686718, -0.247622]],
  "atomic_forces_ev_per_a": [[0.0, 0.2, 0.1], [0.1, -0.5, 0.1], [0.3, 0.1, 0.2], [-0.2, 0.3, 0.0], [0.2, -0.1, -0.1], [0.2, -0.2, 0.1], [-0.7, 0.0, -0.3], [-0.1, 0.0, 0.1], [0.2, 0.1, 0.0]],
  "lowdin_charge": [-0.02, -0.06, -0.26, 0.06, -0.20, 0.15, 0.14, 0.07, 0.11],
  "lumo_ev": 0.5690,
  "homo_ev": -8.90,
  "gap_ha": 0.348
}

(4)
{
  "formula": "C3H4N2",
  "method": "the ωB97M-V functional and the def2-TZVPD basis",
  "symbols": ["N", "C", "C", "C", "N", "H", "H", "H", "H"],
  "positions_angstrom": [[1.213487, -0.398601, -1.566677], [1.227724, 0.070759, -0.459117], [0.227435, 0.739112, 0.310596], [-0.742762, -0.349789, -0.021800], [-0.787364, 0.292180, 1.284595], [0.081612, 1.759835, -0.025182], [-0.174432, -0.421606, -1.525616], [-0.389279, -1.375864, 0.100240], [-0.426689, -0.324605, 2.012422]],
  "atomic_forces_ev_per_a": [[0.0, 0.2, 0.6], [-0.1, -0.3, -0.7], [0.1, 0.3, -0.2], [-0.2, -0.2, 0.1], [0.0, -0.1, 0.3], [0.0, -0.1, 0.0], [0.2, 0.0, 0.0], [0.0, 0.2, -0.1], [0.0, 0.1, -0.1]],
  "lowdin_charge": [0.09, -0.18, -0.30, -0.15, 0.04, 0.14, 0.18, 0.09, 0.09],
  "lumo_ev": [-0.5533, -0.5531],
  "homo_ev": [-8.94, -8.94],
  "gap_ha": [0.308, 0.308]
}

(5)
{
  "formula": "C3H4N2O",
  "method": "the ωB97M-V functional and the def2-TZVPD basis",
  "symbols": ["N", "C", "C", "C", "N", "O", "H", "H", "H", "H"],
  "positions_angstrom": [[-0.380053, -0.253437, -1.972833], [0.404825, -0.334856, -0.823555], [0.101189, -0.533454, 0.433140], [0.067613, -0.268828, 1.717480], [-0.028196, 1.124023, 2.140555], [-0.236020, 1.903387, 1.241978], [-0.192528, 0.542557, -2.574185], [-1.369677, -0.359063, -1.804411], [1.471537, -0.528341, -0.925171], [0.128222, -0.982977, 2.530122]],
  "atomic_forces_ev_per_a": [[-0.1, -0.2, 0.0], [0.1, -0.6, 0.2], [-0.1, 0.1, 0.0], [-0.2, -0.2, -0.1], [0.1, 0.3, -0.4], [0.1, -0.2, 0.6], [0.2, -0.3, 0.2], [0.0, 0.2, 0.1], [0.2, 0.6, -0.6], [-0.3, 0.1, -0.1]],
  "lowdin_charge": [0.05, -0.20, -0.02, -0.13, -0.06, -0.03, 0.09, 0.09, 0.13, 0.09],
  "lumo_ev": [-0.4351, -0.4359],
  "homo_ev": [-8.79, -8.79],
  "smiles": "NC=C=CN=O",
  "gap_ha": [0.307, 0.307]
}

(6)
{
  "formula": "C3H4N2O",
  "method": "the ωB97M-V functional and the def2-TZVPD basis",
  "symbols": ["N", "C", "C", "O", "C", "N", "H", "H", "H", "H"],
  "positions_angstrom": [[1.759181, -0.000173, 0.290102], [0.396083, 0.100241, 0.080526], [-0.262618, 1.202888, -0.568210], [-1.581159, 0.696846, -0.648550], [-1.587294, -0.540630, -0.139366], [-0.471517, -0.967099, 0.348606], [2.280814, 0.144050, -0.568196], [2.016285, -0.891014, 0.697422], [-0.018434, 1.333140, 0.673946], [-2.531344, -1.078248, -0.166282]],
  "atomic_forces_ev_per_a": [[0.0, -0.4, -0.2], [-0.1, -0.5, -1.1], [0.9, -0.5, 1.6], [-0.2, -0.4, 0.3], [0.0, 0.3, 0.1], [-0.1, 0.2, -0.2], [-0.1, 0.3, 0.3], [-0.1, 0.1, 0.1], [-0.6, 0.9, -0.9], [0.2, 0.1, 0.0]],
  "lowdin_charge": [0.11, -0.47, -0.06, -0.05, -0.20, 0.14, 0.10, 0.10, 0.19, 0.14],
  "lumo_ev": 0.8948,
  "homo_ev": -9.29,
  "gap_ha": 0.374
}

(7)
{
  "formula": "C3H4N2O",
  "method": "the ωB97M-V functional and the def2-TZVPD basis",
  "symbols": ["C", "N", "O", "H", "C", "C", "N", "H", "H", "H"],
  "positions_angstrom": [[-0.660615, -1.788183, -0.010182], [-0.227091, -2.638751, -0.668488], [0.194087, -3.544581, -1.344279], [-0.866409, -0.882616, 0.538114], [1.277417, 1.587205, -0.777740], [0.418272, 1.407174, 0.045747], [-0.540229, 1.132835, 0.984187], [2.044641, 1.780151, -1.493723], [-1.417989, 1.606808, 0.801626], [-0.222084, 1.339959, 1.924737]],
  "atomic_forces_ev_per_a": [[0.4, -0.6, -0.5], [-0.3, 0.5, 0.4], [-0.1, 0.1, 0.1], [0.1, -0.2, -0.1], [-0.4, -0.1, 0.4], [0.4, 0.1, -0.3], [0.1, 0.2, 0.0], [-0.2, -0.1, 0.1], [0.1, 0.0, 0.0], [-0.1, 0.0, -0.1]],
  "lowdin_charge": [0.14, -0.23, 0.00, 0.03, 0.10, -0.28, 0.02, 0.02, 0.10, 0.10],
  "lumo_ev": 0.5422,
  "homo_ev": -9.62,
  "smiles": "C#[N+][O-].C#CN",
  "gap_ha": 0.373
}

(8)
{
  "formula": "C3H4N2O",
  "method": "the ωB97M-V functional and the def2-TZVPD basis",
  "symbols": ["N", "C", "N", "O", "C", "C", "H", "H", "H", "H"],
  "positions_angstrom": [[1.589834, 1.096815, -0.425613], [0.301445, 0.682534, -0.166308], [-0.795792, 1.282385, -0.101805], [-1.912571, 0.774143, 0.150234], [-1.451313, -1.190775, 0.427314], [-0.204194, -1.203451, 0.238045], [2.235896, 1.003425, 0.351238], [1.989633, 0.753789, -1.291686], [-2.475997, -1.441063, 0.630601], [0.723061, -1.757800, 0.187981]],
  "atomic_forces_ev_per_a": [[-0.2, -0.3, 0.1], [-0.7, -1.4, 0.4], [0.6, 0.0, -0.1], [0.4, -1.5, 0.2], [0.4, 1.6, -0.4], [0.0, 1.8, -0.3], [-0.2, 0.0, -0.2], [-0.1, 0.1, 0.2], [0.4, -0.2, 0.0], [-0.5, -0.1, 0.1]],
  "lowdin_charge": [0.08, -0.26, -0.07, -0.11, 0.06, -0.01, 0.09, 0.09, 0.07, 0.06],
  "lumo_ev": 0.6570,
  "homo_ev": -9.32,
  "gap_ha": 0.367
}

In eV/Å, the max |F| values for the records above are, in order, 1.4 3.5 0.7 0.8 0.9 1.9 0.9 1.9.